Density functional theory data (the ωB97M-V functional and the def2-TZVPD basis) for a 9-piece molecular cluster, C50H126N8O18 overall in a non-equilibrium geometry.

Each atom is followed by the atoms it is bonded to, with distances in Å.
Atoms and positions in Å:
1 C 19.173 -10.801 23.629  C2 1.570, O4 1.415, H5 1.090, H6 1.090
2 C 20.106 -12.063 23.619  C1 1.570, O3 1.397, H7 1.090, H8 1.090
3 O 19.517 -13.119 24.320  C2 1.397, H9 0.960
4 O 19.295 -10.040 24.815  C1 1.415, H10 0.960
5 H 18.109 -10.987 23.485  C1 1.090
6 H 19.472 -10.206 22.766  C1 1.090
7 H 21.057 -11.823 24.095  C2 1.090
8 H 20.158 -12.469 22.608  C2 1.090
9 H 20.124 -13.859 24.252  O3 0.960
10 H 19.515 -10.773 25.394  O4 0.960
11 C 15.598 -13.080 22.882  O12 1.413, H20 1.090, H21 1.090, H22 1.090
12 O 15.306 -12.973 21.504  C11 1.413, C13 1.420
13 C 14.776 -11.735 21.054  O12 1.420, C14 1.472, H23 1.090, H24 1.090
14 C 13.348 -11.535 21.351  C13 1.472, N15 1.492, H25 1.090, H26 1.090
15 N 12.631 -12.061 20.154  C14 1.492, C16 1.488, H27 1.010
16 C 11.200 -11.661 20.225  N15 1.488, C17 1.571, H28 1.090, H29 1.090
17 C 10.880 -10.143 20.474  C16 1.571, O18 1.432, H30 1.090, H31 1.090
18 O 10.790 -9.993 21.896  C17 1.432, C19 1.372
19 C 10.544 -8.690 22.247  O18 1.372, H32 1.090, H33 1.090, H34 1.090
20 H 15.911 -12.241 23.504  C11 1.090
21 H 16.323 -13.881 23.029  C11 1.090
22 H 14.680 -13.376 23.390  C11 1.090
23 H 14.977 -11.687 19.984  C13 1.090
24 H 15.455 -10.975 21.439  C13 1.090
25 H 13.165 -10.461 21.323  C14 1.090
26 H 13.008 -11.986 22.283  C14 1.090
27 H 12.583 -13.067 20.079  N15 1.010
28 H 10.534 -12.273 20.833  C16 1.090
29 H 10.880 -11.950 19.224  C16 1.090
30 H 9.899 -9.916 20.056  C17 1.090
31 H 11.602 -9.518 19.950  C17 1.090
32 H 9.566 -8.234 22.093  C19 1.090
33 H 11.247 -8.001 21.778  C19 1.090
34 H 10.739 -8.573 23.313  C19 1.090
35 C 23.360 -11.127 21.807  O36 1.446, H44 1.090, H45 1.090, H46 1.090
36 O 24.138 -12.205 22.378  C35 1.446, C37 1.423
37 C 23.776 -13.465 21.825  O36 1.423, C38 1.522, H47 1.090, H48 1.090
38 C 24.172 -14.731 22.572  C37 1.522, N39 1.453, H49 1.090, H50 1.090
39 N 25.620 -14.834 22.615  C38 1.453, C40 1.421, H51 1.010
40 C 26.084 -15.990 23.300  N39 1.421, C41 1.568, H52 1.090, H53 1.090
41 C 27.646 -16.123 23.257  C40 1.568, O42 1.427, H54 1.090, H55 1.090
42 O 28.401 -15.037 23.794  C41 1.427, C43 1.462
43 C 28.355 -15.010 25.255  O42 1.462, H56 1.090, H57 1.090, H58 1.090
44 H 23.565 -10.152 22.251  C35 1.090
45 H 22.283 -11.295 21.820  C35 1.090
46 H 23.584 -10.914 20.762  C35 1.090
47 H 24.296 -13.418 20.868  C37 1.090
48 H 22.702 -13.569 21.674  C37 1.090
49 H 23.768 -15.629 22.105  C38 1.090
50 H 23.702 -14.710 23.555  C38 1.090
51 H 26.098 -13.987 22.887  N39 1.010
52 H 25.641 -16.878 22.849  C40 1.090
53 H 25.761 -16.054 24.339  C40 1.090
54 H 27.987 -16.271 22.232  C41 1.090
55 H 27.996 -17.038 23.734  C41 1.090
56 H 28.889 -15.896 25.602  C43 1.090
57 H 27.335 -15.053 25.635  C43 1.090
58 H 28.822 -14.104 25.641  C43 1.090
59 C 13.319 -13.480 26.846  O60 1.418, H68 1.090, H69 1.090, H70 1.090
60 O 14.370 -14.381 26.536  C59 1.418, C61 1.462
61 C 15.643 -14.135 27.210  O60 1.462, C62 1.542, H71 1.090, H72 1.090
62 C 16.730 -13.716 26.199  C61 1.542, N63 1.456, H73 1.090, H74 1.090
63 N 17.994 -13.522 26.896  C62 1.456, C64 1.468, H75 1.010
64 C 17.921 -12.351 27.778  N63 1.468, C65 1.501, H76 1.090, H77 1.090
65 C 19.326 -11.917 28.079  C64 1.501, O66 1.473, H78 1.090, H79 1.090
66 O 19.987 -11.602 26.801  C65 1.473, C67 1.415
67 C 21.309 -11.168 27.060  O66 1.415, H80 1.090, H81 1.090, H82 1.090
68 H 12.630 -13.838 26.081  C59 1.090
69 H 13.581 -12.426 26.758  C59 1.090
70 H 12.843 -13.647 27.813  C59 1.090
71 H 15.871 -14.997 27.837  C61 1.090
72 H 15.569 -13.361 27.974  C61 1.090
73 H 16.419 -12.786 25.722  C62 1.090
74 H 16.891 -14.473 25.432  C62 1.090
75 H 18.741 -13.316 26.248  N63 1.010
76 H 17.557 -12.768 28.717  C64 1.090
77 H 17.314 -11.556 27.344  C64 1.090
78 H 19.871 -12.693 28.618  C65 1.090
79 H 19.227 -11.004 28.666  C65 1.090
80 H 21.790 -11.699 27.881  C67 1.090
81 H 21.256 -10.119 27.349  C67 1.090
82 H 21.920 -11.167 26.157  C67 1.090
83 C 20.263 -7.600 30.224  O84 1.461, H92 1.090, H93 1.090, H94 1.090
84 O 19.308 -8.422 29.485  C83 1.461, C85 1.408
85 C 18.654 -7.743 28.440  O84 1.408, C86 1.546, H95 1.090, H96 1.090
86 C 17.640 -8.628 27.680  C85 1.546, N87 1.464, H97 1.090, H98 1.090
87 N 16.571 -9.032 28.596  C86 1.464, C88 1.474, H99 1.010
88 C 15.411 -9.739 28.022  N87 1.474, C89 1.620, H100 1.090, H101 1.090
89 C 14.620 -10.477 29.228  C88 1.620, O90 1.432, H102 1.090, H103 1.090
90 O 15.366 -11.652 29.564  C89 1.432, C91 1.430
91 C 14.586 -12.501 30.409  O90 1.430, H104 1.090, H105 1.090, H106 1.090
92 H 20.680 -8.178 31.049  C83 1.090
93 H 19.836 -6.674 30.611  C83 1.090
94 H 21.146 -7.343 29.640  C83 1.090
95 H 19.406 -7.426 27.717  C85 1.090
96 H 18.141 -6.901 28.905  C85 1.090
97 H 18.104 -9.530 27.280  C86 1.090
98 H 17.180 -8.147 26.817  C86 1.090
99 H 16.873 -9.728 29.261  N87 1.010
100 H 15.821 -10.439 27.294  C88 1.090
101 H 14.760 -9.076 27.452  C88 1.090
102 H 13.702 -10.810 28.743  C89 1.090
103 H 14.348 -9.879 30.097  C89 1.090
104 H 13.993 -12.007 31.179  C91 1.090
105 H 15.276 -13.180 30.912  C91 1.090
106 H 13.932 -13.108 29.782  C91 1.090
107 C 17.820 -7.018 23.946  O108 1.413, H116 1.090, H117 1.090, H118 1.090
108 O 17.420 -5.830 24.597  C107 1.413, C109 1.409
109 C 18.365 -5.138 25.381  O108 1.409, C110 1.494, H119 1.090, H120 1.090
110 C 17.848 -3.779 25.728  C109 1.494, N111 1.473, H121 1.090, H122 1.090
111 N 17.659 -2.863 24.591  C110 1.473, C112 1.471, H123 1.010
112 C 18.923 -2.348 24.041  N111 1.471, C113 1.549, H124 1.090, H125 1.090
113 C 18.737 -1.143 23.087  C112 1.549, O114 1.401, H126 1.090, H127 1.090
114 O 18.453 -1.584 21.788  C113 1.401, C115 1.410
115 C 18.860 -0.885 20.633  O114 1.410, H128 1.090, H129 1.090, H130 1.090
116 H 18.298 -7.633 24.708  C107 1.090
117 H 18.544 -6.831 23.153  C107 1.090
118 H 16.963 -7.496 23.471  C107 1.090
119 H 19.341 -5.226 24.904  C109 1.090
120 H 18.596 -5.694 26.289  C109 1.090
121 H 18.412 -3.350 26.556  C110 1.090
122 H 16.839 -3.820 26.140  C110 1.090
123 H 17.073 -3.267 23.875  N111 1.010
124 H 19.316 -3.159 23.428  C112 1.090
125 H 19.551 -2.088 24.893  C112 1.090
126 H 19.745 -0.731 23.024  C113 1.090
127 H 18.140 -0.307 23.451  C113 1.090
128 H 18.581 0.168 20.599  C115 1.090
129 H 18.370 -1.406 19.811  C115 1.090
130 H 19.921 -0.817 20.392  C115 1.090
131 C 26.481 -5.476 27.287  O132 1.436, H140 1.090, H141 1.090, H142 1.090
132 O 25.607 -6.006 26.279  C131 1.436, C133 1.419
133 C 25.639 -7.421 26.190  O132 1.419, C134 1.567, H143 1.090, H144 1.090
134 C 24.616 -7.945 25.125  C133 1.567, N135 1.441, H145 1.090, H146 1.090
135 N 23.249 -7.744 25.536  C134 1.441, C136 1.430, H147 1.010
136 C 22.276 -8.366 24.693  N135 1.430, C137 1.538, H148 1.090, H149 1.090
137 C 22.008 -7.654 23.356  C136 1.538, O138 1.412, H150 1.090, H151 1.090
138 O 21.661 -6.322 23.674  C137 1.412, C139 1.385
139 C 21.494 -5.594 22.507  O138 1.385, H152 1.090, H153 1.090, H154 1.090
140 H 27.516 -5.799 27.172  C131 1.090
141 H 26.036 -5.550 28.280  C131 1.090
142 H 26.378 -4.405 27.111  C131 1.090
143 H 25.413 -7.817 27.180  C133 1.090
144 H 26.657 -7.782 26.042  C133 1.090
145 H 24.789 -9.018 25.047  C134 1.090
146 H 24.958 -7.450 24.217  C134 1.090
147 H 23.157 -6.743 25.632  N135 1.010
148 H 21.356 -8.381 25.276  C136 1.090
149 H 22.525 -9.395 24.432  C136 1.090
150 H 21.167 -8.152 22.874  C137 1.090
151 H 22.889 -7.643 22.714  C137 1.090
152 H 20.834 -4.743 22.673  C139 1.090
153 H 21.011 -6.245 21.778  C139 1.090
154 H 22.433 -5.335 22.017  C139 1.090
155 C 21.510 -16.244 20.015  O156 1.408, H164 1.090, H165 1.090, H166 1.090
156 O 21.257 -16.570 21.361  C155 1.408, C157 1.413
157 C 19.896 -16.308 21.635  O156 1.413, C158 1.519, H167 1.090, H168 1.090
158 C 19.624 -16.500 23.118  C157 1.519, N159 1.445, H169 1.090, H170 1.090
159 N 20.612 -15.813 23.919  C158 1.445, C160 1.423, H171 1.010
160 C 20.554 -16.248 25.273  N159 1.423, C161 1.599, H172 1.090, H173 1.090
161 C 21.535 -15.371 26.180  C160 1.599, O162 1.434, H174 1.090, H175 1.090
162 O 22.889 -15.476 25.721  C161 1.434, C163 1.427
163 C 23.843 -14.846 26.576  O162 1.427, H176 1.090, H177 1.090, H178 1.090
164 H 20.974 -16.845 19.279  C155 1.090
165 H 22.577 -16.361 19.826  C155 1.090
166 H 21.246 -15.198 19.857  C155 1.090
167 H 19.196 -16.893 21.040  C157 1.090
168 H 19.601 -15.287 21.392  C157 1.090
169 H 19.767 -17.562 23.318  C158 1.090
170 H 18.587 -16.297 23.385  C158 1.090
171 H 21.462 -16.040 23.423  N159 1.010
172 H 20.681 -17.324 25.398  C160 1.090
173 H 19.555 -16.086 25.676  C160 1.090
174 H 21.383 -15.773 27.182  C161 1.090
175 H 21.188 -14.340 26.109  C161 1.090
176 H 23.435 -13.907 26.951  C163 1.090
177 H 24.813 -14.652 26.119  C163 1.090
178 H 24.007 -15.461 27.461  C163 1.090
179 C 18.875 -12.360 20.017  O180 1.426, H188 1.090, H189 1.090, H190 1.090
180 O 19.339 -11.037 20.276  C179 1.426, C181 1.487
181 C 18.438 -10.053 19.619  O180 1.487, C182 1.547, H191 1.090, H192 1.090
182 C 18.858 -8.582 19.846  C181 1.547, N183 1.475, H193 1.090, H194 1.090
183 N 19.990 -8.147 19.006  C182 1.475, C184 1.467, H195 1.010
184 C 21.242 -8.772 19.448  N183 1.467, C185 1.550, H196 1.090, H197 1.090
185 C 22.527 -8.124 18.872  C184 1.550, O186 1.421, H198 1.090, H199 1.090
186 O 22.575 -7.762 17.499  C185 1.421, C187 1.404
187 C 22.750 -8.878 16.665  O186 1.404, H200 1.090, H201 1.090, H202 1.090
188 H 19.126 -12.694 19.010  C179 1.090
189 H 17.825 -12.585 20.204  C179 1.090
190 H 19.315 -13.109 20.676  C179 1.090
191 H 17.374 -10.207 19.796  C181 1.090
192 H 18.579 -10.239 18.554  C181 1.090
193 H 19.085 -8.407 20.898  C182 1.090
194 H 18.027 -7.994 19.456  C182 1.090
195 H 19.819 -8.270 18.018  N183 1.010
196 H 21.345 -9.791 19.075  C184 1.090
197 H 21.329 -8.725 20.534  C184 1.090
198 H 23.363 -8.721 19.236  C185 1.090
199 H 22.714 -7.150 19.324  C185 1.090
200 H 23.695 -9.414 16.754  C187 1.090
201 H 22.608 -8.494 15.655  C187 1.090
202 H 21.937 -9.595 16.770  C187 1.090

The orbital gap is 8.8 eV. The LUMO energy comes out at 0.55 eV. The spin multiplicity is 1. For the energy above the lowest of the compared OMol25 structures with the same formula, charge and spin, the calculation gives 75.6 kcal/mol.